69
Properties=species:S:1:pos:R:3:forces:R:3 method="wB97M-V/def2-TZVPD" multiplicity=2 homo_lumo_gap_ev="3.940 / 5.825" s2=1.23 total_charge=-2
Yb -0.795 0.041 -0.419 -0.1 1.4 -1.1
O -4.813 -3.572 4.734 0.1 0.1 -0.3
H 0.826 1.354 -5.305 0.0 0.0 0.0
O -0.668 -0.529 3.781 -0.1 -0.1 0.1
C -1.066 -1.981 -4.980 0.0 0.0 0.0
H 4.885 2.950 0.759 0.0 0.0 0.0
H 0.966 -0.326 -7.112 0.0 0.0 0.0
C 4.698 -0.730 -0.306 -0.2 0.0 -0.1
C 8.203 0.182 -1.050 -0.1 0.0 0.0
C -1.161 -0.600 2.667 0.0 0.4 -0.1
F 1.227 -0.858 0.674 0.9 0.0 0.0
B 2.029 -0.920 -0.436 -1.1 0.1 -0.1
H -0.544 5.309 0.337 0.0 0.0 0.0
H -2.802 5.093 0.089 0.1 0.0 0.0
C -0.570 3.209 0.136 1.0 -0.2 0.1
C 3.626 4.691 0.825 -0.1 0.1 0.0
C -2.923 4.037 -0.083 -0.1 -0.2 0.0
H 4.454 5.359 1.025 0.0 0.0 0.0
C -1.128 -1.051 -3.956 0.0 0.1 -0.1
C 2.345 5.205 0.727 0.1 0.1 0.0
H 8.358 -0.122 2.349 0.0 0.0 0.0
H -4.369 0.947 -0.796 0.1 0.0 0.0
N -3.846 -1.899 -0.869 -0.5 1.2 -1.6
C 1.326 4.296 0.484 0.0 -0.3 0.0
C -0.448 0.171 -4.056 0.0 0.2 0.0
H 6.479 -0.181 -2.245 0.0 0.0 0.0
O -3.117 -0.918 -1.369 -1.4 -1.6 0.6
O -4.906 -2.292 -1.451 1.6 0.5 0.8
C -2.109 -1.730 2.278 -0.1 0.1 0.2
F 1.173 -0.868 -1.520 0.9 -0.3 0.1
H -1.745 -1.246 -3.087 0.0 0.0 0.0
C -4.431 -2.932 1.260 -0.2 -0.1 0.6
C 1.551 2.916 0.341 0.1 0.4 0.1
C 0.365 -0.529 -6.231 0.0 0.0 0.0
C 6.626 -0.463 1.163 0.1 0.0 0.1
C -2.207 -1.998 0.881 0.6 -0.4 -0.6
N -0.033 4.447 0.352 -0.2 0.1 0.0
S -4.475 3.392 -0.436 0.3 -0.1 0.1
S -0.513 1.396 -2.800 -0.1 0.2 -0.4
N -5.051 -3.593 3.528 -0.7 -0.4 0.5
C -3.039 -2.261 3.135 0.5 0.2 0.1
C 8.761 0.221 0.252 -0.1 0.0 0.0
C 0.296 0.413 -5.218 0.0 -0.1 0.0
C 3.870 3.320 0.683 0.0 -0.1 0.0
C 2.849 2.420 0.446 0.0 -0.1 0.0
C 10.106 0.593 0.452 0.2 0.0 0.0
C 6.896 -0.160 -1.247 0.1 0.1 -0.1
H -0.267 -2.465 -6.920 0.0 0.0 0.0
O -1.070 0.289 1.728 -0.1 -0.3 1.1
C -0.318 -1.732 -6.124 0.0 -0.1 -0.1
H 2.143 6.263 0.834 0.0 0.0 0.0
C -3.781 1.817 -0.531 -0.4 0.3 -0.1
C -1.994 3.034 -0.064 -0.9 0.4 -0.1
N -2.514 1.790 -0.313 0.3 0.0 0.1
H 6.000 -0.730 2.005 0.0 0.0 0.0
C 3.479 -0.893 -0.431 0.4 -0.2 0.0
H 8.834 0.433 -1.894 0.0 0.0 0.0
C 6.043 -0.473 -0.144 -0.2 0.0 0.1
O -6.054 -4.143 3.076 0.1 0.1 -0.1
H -2.947 -2.100 4.200 0.0 0.0 0.0
C -4.142 -2.968 2.629 0.2 0.2 -1.1
H -5.373 -3.290 0.875 0.0 0.0 0.0
H 3.050 1.362 0.352 0.0 0.0 0.0
C 7.935 -0.125 1.352 -0.1 0.0 -0.1
C -3.513 -2.341 0.404 0.4 0.1 0.1
N 11.212 0.894 0.617 0.0 0.0 0.0
H -1.618 -2.909 -4.883 0.0 0.0 0.0
O -1.201 -1.908 0.078 -1.2 -1.9 1.4
N 0.350 2.269 0.118 -0.7 0.3 0.0